No. 1
This record from OMol25 describes C27H51BInN6O3 as an isolated structure. The level of theory is wB97M-V/def2-TZVPD.

The net charge is -1.

Element x y z (Å)
H (0.807, 1.933, 1.043)
C (2.073, 0.254, 0.389)
C (4.731, -0.385, -2.752)
C (3.657, 1.765, 5.107)
H (1.938, -0.588, 1.079)
H (3.896, 0.117, -2.264)
H (-1.485, 0.050, 1.698)
In (-0.937, -0.969, -0.864)
N (-0.397, -6.777, -1.180)
H (1.470, -3.134, -0.246)
H (-2.797, 1.662, 0.012)
H (-3.232, 6.809, -1.945)
H (-8.703, 0.947, -1.373)
H (-1.997, 5.822, -1.168)
H (5.666, -0.494, -4.697)
H (-4.296, -0.456, 1.204)
C (4.866, 0.063, -4.202)
H (6.118, 1.803, -3.835)
H (2.582, 1.949, 5.108)
H (-3.697, 5.630, -0.720)
O (1.570, 0.672, -2.061)
H (-6.269, 1.507, -1.261)
H (3.067, 4.375, 4.312)
C (1.835, 1.576, 1.154)
H (0.646, -4.715, 0.023)
O (0.092, -3.209, 1.317)
H (3.873, 1.032, 5.884)
H (1.835, -6.857, 0.979)
H (-3.756, 3.164, -1.295)
C (0.984, -8.833, 1.260)
H (4.539, -1.456, -2.699)
C (0.448, -9.033, -0.163)
C (4.436, 3.052, 5.349)
N (4.740, 3.254, 1.917)
H (-2.513, 4.951, -3.456)
H (-8.463, 2.674, -1.625)
H (2.023, 1.456, 2.228)
H (1.300, -9.804, 1.648)
H (5.643, -0.175, -2.188)
C (4.131, 4.131, 4.302)
C (-3.025, 3.340, -2.089)
H (2.971, -8.177, 0.685)
H (-0.372, -9.753, -0.171)
C (-3.204, 4.756, -2.633)
C (-0.494, -3.189, -1.060)
B (1.114, 0.105, -0.875)
H (2.503, 2.371, 0.806)
N (-3.684, 1.260, 0.324)
N (-0.733, 2.667, -1.062)
H (-1.911, -0.524, -2.300)
H (-5.384, 2.822, 0.637)
C (-6.424, 4.153, -0.572)
H (1.773, -4.138, 1.969)
H (3.917, 1.319, 4.146)
H (3.121, 0.229, 0.051)
H (3.942, -0.158, -4.738)
C (-2.113, -0.543, 1.026)
C (-6.925, 1.727, -0.418)
C (-0.041, -7.778, -0.729)
C (-6.411, 2.978, 0.300)
C (2.144, -7.848, 1.317)
H (-1.396, -3.804, -0.991)
C (4.477, 3.680, 2.957)
C (4.128, 2.380, -3.738)
H (-7.021, 3.201, 1.178)
C (0.963, -3.447, 2.270)
N (3.310, 3.021, -3.236)
C (5.178, 1.560, -4.336)
H (1.234, -9.416, -0.816)
H (4.685, 5.048, 4.509)
H (-4.217, 4.821, -3.033)
C (0.512, -3.624, -0.034)
H (-9.039, 2.082, -0.064)
H (5.276, 1.844, -5.385)
N (-6.402, 5.032, -1.322)
H (-3.198, 2.585, -2.857)
H (5.508, 2.845, 5.345)
C (-8.365, 1.868, -0.896)
O (0.909, -3.007, 3.398)
H (4.193, 3.456, 6.334)
H (-6.840, 0.886, 0.270)
H (-2.252, -1.520, 1.502)
H (-0.039, -3.331, -2.046)
H (2.518, -7.749, 2.336)
C (-3.422, 0.108, 0.838)
H (0.172, -8.483, 1.900)
C (-3.018, 5.814, -1.553)
H (1.850, 1.594, -1.962)
C (-1.716, 3.068, -1.514)

=====

No. 2
This record from OMol25 describes a 2-piece molecular cluster, C27H51ClF3IN3O5S3 overall at a distorted geometry. The level of theory is wB97M-V/def2-TZVPD.

The net charge is +1.

Element x y z (Å)
C (-2.873, 2.276, 0.582)
H (4.387, -9.831, -1.321)
I (2.512, 3.206, 0.328)
H (-1.221, -0.040, -2.087)
C (4.573, -2.690, -2.066)
F (2.663, -4.536, 5.262)
C (1.526, 1.193, 0.216)
C (-0.230, 2.034, -1.410)
H (-0.945, 2.986, -1.304)
O (3.503, -6.421, -1.085)
C (-2.392, 1.700, -3.083)
H (2.788, 2.030, -2.483)
H (4.712, -7.417, 2.140)
C (-0.987, 1.038, -2.459)
H (2.922, -5.901, 3.113)
H (-5.284, 4.276, 3.239)
F (1.199, -2.113, 6.169)
H (3.292, -8.289, 2.713)
C (1.008, -2.640, 4.776)
H (-5.504, 7.799, -0.671)
H (-4.425, 4.504, -5.029)
H (-3.233, 0.867, -3.184)
H (1.430, -0.125, -1.720)
H (-6.269, 4.769, 1.630)
S (-0.291, -1.963, -0.150)
C (2.225, 0.301, -0.933)
H (1.234, -1.646, 2.030)
C (3.027, -2.232, -1.658)
C (-0.048, -0.552, 3.554)
H (-0.993, -3.164, 0.157)
F (2.575, -3.655, 2.888)
C (2.043, -3.581, 4.269)
C (-2.178, 4.020, -4.389)
H (4.612, -3.826, -2.352)
O (-3.837, 2.701, 1.651)
H (2.789, -1.518, 0.516)
H (4.877, -2.053, -3.002)
H (5.358, -2.466, -1.225)
H (2.560, -3.185, -1.112)
H (1.810, -6.440, 1.830)
C (-4.093, 4.134, 1.286)
H (-5.604, 8.209, 2.282)
H (0.710, 2.464, -2.009)
H (-0.288, 0.901, -3.418)
H (-3.111, 4.799, 1.416)
N (0.045, 1.543, -0.043)
H (-2.868, 0.228, 1.365)
O (-4.800, 6.238, 2.454)
H (-1.244, -2.292, 4.666)
C (-2.140, 2.368, -4.594)
C (-0.912, 0.596, 0.580)
H (-2.988, 2.109, -5.358)
C (2.862, -6.286, 2.091)
C (-4.754, 7.653, 0.241)
H (-0.345, 2.167, 2.928)
H (-0.391, -2.837, 2.975)
H (-4.209, 4.029, -3.212)
H (-3.508, 2.209, -0.398)
H (4.299, 1.399, -1.377)
C (3.292, 1.143, -1.916)
Cl (3.359, 0.486, 2.440)
C (-0.340, -2.155, 3.932)
H (-4.472, 4.183, 0.165)
H (-1.520, 4.230, -3.425)
O (3.433, -8.184, 0.690)
H (-4.219, 8.713, 0.361)
H (-1.116, 2.059, -5.068)
C (-5.250, 4.846, 2.204)
H (3.253, -5.519, 1.417)
H (-2.038, 3.098, 0.577)
H (-3.562, 5.719, -3.741)
H (4.306, -8.677, -2.687)
S (1.062, 2.220, 2.810)
H (0.696, -0.177, 4.378)
O (5.638, -7.547, -0.319)
C (3.644, -7.579, 1.957)
C (0.646, -0.615, 2.032)
S (4.219, -7.582, -0.604)
H (-6.654, 6.907, 1.400)
C (3.060, -1.035, -0.507)
N (-2.240, 0.936, 0.877)
H (2.819, -9.083, -1.781)
N (-0.504, -0.773, 1.070)
H (2.402, -1.931, -2.603)
C (3.898, -8.936, -1.707)
C (-3.695, 4.595, -4.119)
H (3.580, 0.347, -2.760)
H (-3.920, 6.890, -0.080)
H (-1.087, -0.013, 3.544)
H (-2.783, 2.581, -2.419)
C (-5.547, 7.207, 1.637)
H (-1.745, 4.609, -5.310)
C (1.603, 0.698, 1.767)
H (4.208, -0.715, -0.430)

=====

No. 3
This record from OMol25 describes a 7-piece molecular cluster, C27H51ClF3NO21P overall at a distorted geometry. The level of theory is wB97M-V/def2-TZVPD.

The net charge is -1.

Element x y z (Å)
C (1.782, 2.703, 5.265)
H (-6.052, -3.527, 2.215)
H (-3.997, -5.789, 2.374)
C (4.661, 3.079, 6.160)
C (-4.250, -4.731, 2.306)
O (-0.478, 2.428, -2.976)
N (-3.984, -8.271, 5.817)
O (-0.943, 2.007, -0.790)
F (-4.842, -7.250, 3.777)
H (3.440, -4.587, -3.457)
C (0.665, 4.266, 0.596)
H (0.611, 4.744, 1.577)
O (-0.440, 4.084, -1.565)
O (1.571, 3.097, 6.387)
C (-0.668, -0.479, -10.010)
O (2.544, 10.206, -1.429)
H (1.005, -0.267, -8.689)
H (3.357, 4.720, 5.583)
H (-3.589, -7.714, 6.610)
H (-0.722, 2.235, 5.696)
O (-2.279, -10.953, 5.330)
H (2.448, 6.996, -4.168)
O (3.550, -1.965, -3.004)
H (4.494, 4.203, 4.343)
H (-1.538, -1.121, -10.166)
H (-0.049, -0.520, -10.910)
C (-2.804, -8.568, 4.947)
O (-2.225, -1.381, -6.241)
C (-3.329, -2.240, -5.956)
H (-0.622, 5.700, -0.338)
H (5.109, 2.192, 5.705)
C (-5.758, -4.578, 2.250)
H (5.194, -4.884, -3.438)
O (-1.350, -6.392, 6.361)
C (-0.658, 2.763, -1.688)
C (-2.948, -1.208, -0.464)
O (-3.950, -2.099, 1.819)
C (3.486, -1.690, -1.688)
O (2.395, -0.938, -1.471)
O (-2.992, -2.605, -0.183)
H (-6.159, -5.050, 1.348)
C (2.428, 10.733, -0.102)
Cl (0.356, -7.912, 4.337)
H (-3.028, -3.290, -5.958)
C (3.838, 3.843, 5.139)
C (-3.558, -2.898, 1.002)
H (5.455, 3.710, 6.566)
C (2.328, 8.884, -1.553)
O (-3.634, -4.235, 1.108)
H (0.490, -1.937, -8.888)
H (-4.131, -2.068, -6.679)
C (-0.553, 4.615, -0.239)
F (-4.979, -6.045, 5.749)
C (2.413, 7.150, -3.089)
H (3.028, -0.221, 0.388)
O (-0.638, -0.755, -7.591)
H (0.178, 0.729, 6.077)
H (-0.778, 0.854, 4.590)
H (-3.700, -1.989, -4.961)
H (-6.225, -5.034, 3.126)
H (-1.045, 0.539, -9.883)
H (3.586, 10.861, 1.717)
O (2.509, 8.552, -2.842)
C (-1.584, -1.689, -7.379)
H (3.731, 9.306, 0.884)
H (2.356, 11.818, -0.200)
H (-3.960, -0.831, -0.637)
C (-4.953, -7.366, 5.185)
H (5.584, -2.428, -2.988)
H (-3.055, -8.995, 3.920)
H (3.263, 6.634, -2.637)
C (2.152, -0.665, -0.091)
H (4.560, 10.711, 0.236)
O (-1.826, -2.626, -8.101)
H (1.502, 10.389, 0.368)
H (-0.544, 0.867, -4.298)
H (4.043, 2.731, 6.991)
H (0.751, 3.188, 0.747)
O (0.992, 1.877, 4.556)
H (-1.320, -5.408, 6.240)
H (4.346, -4.386, -1.967)
F (-6.263, -7.913, 5.463)
C (4.396, -4.248, -3.049)
P (-1.575, -7.109, 4.790)
C (0.128, -0.910, -8.792)
C (-0.579, 1.025, -3.220)
C (-0.143, 1.407, 5.283)
H (-2.465, -0.653, 0.343)
O (2.044, 8.127, -0.653)
H (-1.521, 0.621, -2.842)
O (-1.077, -9.501, 6.732)
H (-2.365, -1.067, -1.375)
C (-1.982, -9.757, 5.716)
C (4.644, -2.795, -3.411)
H (1.856, -1.582, 0.424)
H (1.327, 0.048, -0.031)
O (4.263, -2.074, -0.847)
C (3.644, 10.385, 0.736)
H (1.581, 4.589, 0.093)
H (4.721, -2.702, -4.497)
O (2.865, 2.995, 4.518)
H (-3.826, -4.241, 3.187)
H (0.270, 0.507, -2.766)
H (1.472, 6.743, -2.713)
H (-1.478, 4.274, 0.235)

=====

No. 4
This record from OMol25 describes C27H52BInNO7 as an isolated structure at a distorted geometry. The level of theory is wB97M-V/def2-TZVPD.

The net charge is -1.

Element x y z (Å)
H (-4.000, 0.666, 0.153)
H (5.088, 3.120, 5.010)
H (7.079, 2.405, 1.888)
C (-0.079, 6.397, -4.636)
H (-4.392, -3.373, -3.513)
H (1.061, 0.887, 2.265)
H (1.822, -2.889, 1.943)
H (0.298, 2.342, 1.586)
H (4.333, 2.879, 3.440)
H (-2.087, 5.873, -5.305)
H (0.893, 4.683, -1.980)
C (-0.226, -2.498, 1.677)
H (-4.289, -3.523, 6.183)
H (-2.424, -4.805, 0.716)
H (-3.023, -2.613, 5.361)
H (-5.048, -4.331, -2.196)
C (-0.852, 3.858, -2.991)
H (-1.712, 7.589, -5.411)
C (5.293, 2.981, 3.947)
H (-0.141, -1.456, 1.945)
O (1.303, 0.711, -0.360)
H (0.907, 4.907, -5.831)
C (5.354, 1.250, 1.342)
In (-3.363, -1.824, 1.208)
H (0.659, 7.167, -4.878)
C (6.543, 1.526, 2.264)
C (-0.305, 3.837, -4.418)
C (0.233, 1.262, 1.673)
H (5.692, 0.873, 4.146)
C (0.858, -3.320, 1.678)
C (-0.787, -4.892, -3.220)
H (-5.625, -2.337, -0.369)
C (-1.296, 6.587, -5.537)
H (6.074, -1.283, 2.430)
H (0.847, 2.912, -2.034)
H (-4.076, -0.103, 3.756)
O (-4.006, -2.679, -1.618)
H (-1.481, 4.741, -2.838)
H (7.106, 1.892, 4.298)
C (0.288, 0.634, 0.297)
H (-0.208, 3.791, -0.933)
C (-0.353, -5.070, 1.068)
O (-0.829, -0.016, -0.163)
C (-1.957, 0.820, -0.042)
C (-3.687, -3.470, 5.281)
C (-4.652, -3.326, 4.057)
O (-1.903, 1.906, -0.586)
H (-0.424, -6.131, 0.840)
H (5.733, 1.095, 0.327)
O (-3.062, -4.576, -2.535)
H (-3.229, 0.946, 1.675)
H (1.492, 5.006, -4.188)
C (-1.459, -2.993, 1.312)
B (-4.339, -1.961, 3.306)
H (-4.770, -3.884, -0.063)
H (-0.680, 1.006, 2.209)
C (0.581, 5.028, -4.792)
H (7.252, 0.695, 2.204)
C (-1.498, -4.332, 1.007)
H (-1.681, -3.029, -2.793)
H (5.782, 3.886, 3.579)
N (0.844, -4.608, 1.380)
H (-1.023, 6.469, -6.588)
H (-0.365, 6.564, -3.594)
C (5.250, -1.272, 1.713)
H (-1.504, 2.994, -2.858)
H (5.656, -1.468, 0.719)
H (4.057, 0.209, 2.730)
C (6.181, 1.759, 3.730)
H (-5.684, -3.334, 4.420)
H (-1.144, 3.774, -5.119)
H (0.985, -4.798, -2.414)
H (3.653, -0.010, 1.042)
H (-0.299, -4.869, -4.198)
H (-4.516, -4.150, 3.362)
H (4.583, -2.097, 1.969)
H (4.719, 2.139, 1.289)
C (-3.137, 0.379, 0.751)
O (0.108, -4.477, -2.197)
C (0.237, 3.809, -1.926)
H (-1.087, -5.930, -3.051)
C (-4.653, -2.835, -0.336)
C (-4.186, -3.734, -2.494)
H (-3.106, -4.376, 5.148)
C (-1.992, -3.982, -3.226)
H (0.273, 2.919, -4.562)
H (-2.286, -3.774, -4.265)
O (-4.688, -0.800, 3.995)
C (4.494, 0.053, 1.738)

=====

No. 5
This record from OMol25 describes a 6-piece molecular cluster, C27H52Cl10N2O6 overall at a distorted geometry. The level of theory is wB97M-V/def2-TZVPD.

Its structure (SMILES) is [H]/N=C\C[C@@]1(OCCNC[C@H](C)O)OC(=O)O[C@@]1(COCC)CC(C)C.ClCCCl.ClCCCl.ClCCCl.ClCCCl.ClCCCl.

Element x y z (Å)
Cl (4.096, 6.576, -1.661)
H (-3.379, 2.576, -6.605)
C (3.542, -1.186, 2.761)
N (0.979, 0.245, -1.432)
C (-0.212, -0.510, 2.351)
O (-0.790, -4.431, 2.534)
O (-1.101, -2.776, 0.955)
C (0.486, -3.968, -1.207)
H (0.877, 5.424, 1.328)
H (-0.551, -7.164, 3.108)
H (2.753, -1.819, 3.140)
O (3.075, -2.729, 0.955)
C (-0.271, 3.143, 1.291)
H (-0.495, -6.522, 5.434)
H (-1.685, -1.735, -1.088)
H (0.954, 1.290, 2.614)
H (-0.546, -0.245, -2.643)
H (-1.670, 0.264, 7.001)
H (-1.560, 1.580, 1.204)
H (-0.950, -2.116, -3.508)
H (-4.187, -0.420, -1.839)
C (-0.961, -3.150, -3.185)
C (-4.689, 1.675, -1.787)
H (-4.986, 2.472, -2.464)
H (4.145, 8.742, -2.548)
H (-1.220, 3.686, 1.289)
H (0.201, 5.720, -0.276)
H (-1.729, -3.329, -2.441)
H (0.564, -4.586, -3.220)
C (0.521, 3.645, 0.100)
H (1.226, 0.157, -0.446)
C (-0.838, -7.905, 3.852)
C (0.888, -2.943, -0.154)
C (-0.934, 0.623, 6.284)
C (-0.130, -0.319, -1.644)
H (0.688, 0.013, 7.528)
Cl (-3.140, 2.150, -1.036)
C (-4.588, 0.349, -2.495)
H (1.876, 5.279, -0.150)
H (-3.974, 1.030, -7.218)
C (-0.149, -1.878, 0.354)
C (-3.148, 2.291, -8.730)
O (0.852, -3.770, 1.073)
Cl (-0.279, -9.492, 3.257)
H (-5.577, 0.039, -2.828)
C (-3.187, 1.776, -7.315)
H (0.194, -0.890, 3.286)
H (3.252, 10.037, -0.706)
H (-4.135, 2.650, -9.014)
H (4.391, -1.223, 3.436)
H (2.835, -2.986, -1.037)
H (4.945, -2.152, 1.470)
H (2.483, -3.233, -3.139)
H (4.049, -0.907, 0.648)
H (-1.081, 3.107, -0.867)
H (1.417, 3.034, 0.006)
H (1.174, -4.796, -1.076)
O (0.536, -1.176, 1.334)
O (-0.255, 3.541, -1.090)
Cl (-1.614, 2.088, 5.530)
Cl (1.670, 1.292, 5.825)
C (3.491, 8.242, -1.836)
C (0.371, 0.899, 6.981)
H (2.490, 8.193, -2.257)
H (-0.489, -4.357, -0.929)
H (-0.656, 1.318, 3.285)
H (1.401, -2.556, -4.305)
H (-5.423, 1.607, -0.986)
H (1.612, -1.785, -2.719)
H (-1.269, -0.766, 2.336)
N (-0.559, 1.703, 1.241)
C (-0.072, 0.990, 2.421)
C (-0.224, -7.545, 5.177)
H (-1.533, -0.342, -0.078)
C (0.425, -3.638, -2.708)
C (0.900, 5.116, 0.288)
H (-1.922, -7.934, 3.911)
H (-0.813, -0.127, 5.506)
H (0.859, -7.621, 5.146)
C (1.523, -2.729, -3.242)
C (3.959, -1.705, 1.381)
H (0.225, 3.412, 2.221)
H (4.479, 8.943, -0.056)
C (3.502, 8.992, -0.530)
C (2.364, -2.447, -0.216)
H (-2.847, 1.512, -9.426)
C (-0.369, -3.730, 1.611)
Cl (2.301, 8.361, 0.626)
H (2.387, -1.395, -0.470)
Cl (-3.549, 0.427, -3.939)
C (-0.957, -1.076, -0.639)
H (3.206, -0.154, 2.736)
Cl (-1.662, 0.985, -6.843)
Cl (-0.808, -8.589, 6.502)
H (0.282, 1.727, 7.680)
Cl (-2.022, 3.658, -8.919)
H (-1.260, -3.732, -4.051)

=====

Going through the records in order, we get HOMO-LUMO gap values of 5.8716, 6.6110, 6.2257, 6.8782, 9.2989 eV.
Going through the records in order, we get DFT total energy values of -1828.59130, -3851.01651, -3795.47978, -1856.40266, -6222.81657 a.u..
Going through the records in order, we get HOMO values of -0.133, -0.405, -0.172, -0.161, -0.334 hartree.